Molecular formula: C15H19NO2S
Method: DFT, ωB97M-V/def2-TZVPD

Output
* relative energy (zero: lowest compared OMol25 entry of this formula, charge and spin): 0.0000 eV
* SMILES: CC(C)Cn1c(CCC(=O)O)ccc1-c1cccs1
* total charge: 0
* orbital gap: 8.2 eV
* LUMO: 0.6 eV

Last column: Löwdin charge in e.
CARTESIAN COORDINATES (ANGSTROEM)
C 0.86058 1.30927 -1.66220  -0.057
C -0.06712 1.78366 -0.54777  -0.397
C 0.04866 3.29332 -0.35645  -0.072
C 0.26502 1.07434 0.77947  -0.112
N 0.01796 -0.34223 0.72316  0.002
C -1.21929 -0.91912 0.79311  -0.230
C -2.43534 -0.15513 1.21359  -0.126
C -3.72047 -0.89158 0.83801  -0.091
C -3.80346 -1.18753 -0.63999  -0.549
O -4.32010 -2.15991 -1.11902  0.107
O -3.26626 -0.21945 -1.39447  0.107
C -1.09597 -2.25057 0.47442  -0.025
C 0.25425 -2.48920 0.18160  -0.032
C 0.93077 -1.29920 0.34884  -0.284
C 2.34935 -1.08434 0.20849  -0.476
C 3.22772 -0.39349 0.99673  -0.138
C 4.56067 -0.46038 0.53870  -0.191
C 4.69193 -1.20359 -0.58819  -0.417
S 3.18499 -1.83867 -1.12123  1.041
H 0.62513 1.82272 -2.59143  0.080
H 0.75051 0.24042 -1.82755  0.072
H 1.89914 1.51499 -1.40993  0.086
H -1.09521 1.53804 -0.83275  0.120
H -0.63063 3.64113 0.41902  0.075
H 1.06351 3.56186 -0.07033  0.082
H -0.19398 3.81152 -1.28070  0.078
H 1.31905 1.23892 1.00461  0.112
H -0.33012 1.50581 1.58958  0.129
H -2.42006 -0.00448 2.29915  0.127
H -2.44598 0.82859 0.74201  0.105
H -4.58556 -0.27361 1.09321  0.132
H -3.81185 -1.83413 1.37721  0.127
H -3.33755 -0.45352 -2.33292  0.137
H -1.87999 -2.98041 0.44809  0.108
H 0.69717 -3.42561 -0.09474  0.102
H 2.94587 0.11046 1.90478  0.111
H 5.38476 0.01883 1.03719  0.100
H 5.58192 -1.42772 -1.14132  0.057

Atomic forces in eV per Å
-0.3 0.0 0.1
0.2 0.1 0.1
-0.1 -0.3 0.0
-0.2 0.6 -0.3
0.1 -0.3 0.1
-0.3 -0.1 0.1
0.0 0.0 0.1
0.2 0.2 0.0
-0.3 -0.4 0.0
-0.1 -0.1 0.0
0.3 0.6 -0.2
-0.2 0.2 0.0
0.3 0.3 0.0
-0.3 -0.6 0.0
0.6 0.0 -0.3
-0.3 -0.1 -0.1
0.2 0.0 -0.1
-0.2 -0.2 -0.2
0.0 0.5 0.5
0.0 0.1 -0.1
0.1 -0.1 -0.1
0.2 0.0 0.0
0.0 0.0 0.1
-0.1 0.1 0.1
0.1 0.1 0.0
0.0 0.1 -0.1
-0.1 0.0 0.0
0.1 0.0 0.0
0.0 0.1 -0.1
0.0 0.0 0.1
0.0 -0.1 0.0
-0.1 0.0 -0.1
-0.1 -0.2 0.2
-0.2 -0.1 0.0
0.1 -0.2 0.0
-0.1 0.1 0.1
0.2 0.1 0.0
0.2 0.0 -0.1